15
Properties=species:S:1:pos:R:3:forces:R:3 method="wB97M-V/def2-TZVPD" total_energy_ha=-436.76772 lumo_ev=3.973 homo_energy_ev=-4.16 total_charge=-1 relative_energy_kcal_mol=33.3
O 1.35816 0.82562 1.22925 2.30 -0.20 2.49
C 0.37975 0.84267 0.52742 -1.99 0.66 -2.74
O -0.28424 1.89847 0.26606 -0.39 -0.86 0.35
C -0.10890 -0.48738 -0.24306 2.68 -0.15 4.57
N -1.31248 -0.95020 0.44641 -1.39 -0.54 -0.54
H -0.13596 -0.17806 -1.23249 -1.02 -0.12 -1.93
H 0.75785 -1.23595 -0.15074 -1.79 0.96 -0.14
H -1.25789 -1.43217 1.35744 0.73 0.77 -0.97
H -2.02760 -0.21569 0.48581 0.53 -0.67 0.00
H 2.54744 -1.69976 0.32200 -0.39 -0.82 0.50
H 2.49027 -0.21872 0.75278 -1.65 1.54 1.67
O 2.85950 -0.83093 0.15441 2.93 -1.33 -2.52
H -1.42759 1.17470 -2.03135 -0.69 0.15 0.89
H -1.69092 1.34070 -0.51652 0.74 0.79 -0.34
O -2.14737 1.16670 -1.36744 -0.60 -0.18 -1.27



15
Properties=species:S:1:pos:R:3:forces:R:3 method="wB97M-V/def2-TZVPD" total_energy_ha=-436.77289 lumo_ev=3.996 homo_energy_ev=-4.96 total_charge=-1 relative_energy_kcal_mol=30.0
O 0.75813 -1.75312 -0.64715 0.63 0.10 -0.18
C 0.37113 -0.56534 -0.85430 -1.70 -1.76 2.84
O 0.29473 -0.00304 -1.92423 0.55 0.90 -1.50
C -0.18975 0.15645 0.47556 0.20 2.04 0.04
N 0.85197 1.21765 0.87041 -1.22 -1.50 1.12
H -1.16264 0.75553 0.28371 1.31 -1.42 0.35
H -0.35293 -0.46880 1.42521 0.28 0.76 -1.93
H 1.45171 0.67389 1.48438 0.48 0.46 -0.25
H 1.37242 1.55281 0.08173 0.07 -0.02 -0.41
H -0.69640 -2.35459 1.84855 0.12 0.16 0.71
H -0.07383 -2.35074 0.35090 -1.43 -0.65 1.01
O -0.87503 -2.73227 0.99973 1.01 -0.09 -1.43
H -1.18122 1.77495 -0.99894 1.06 1.20 -0.88
H -0.03117 1.72561 -1.92599 0.89 -1.44 -0.81
O -0.53713 2.37101 -1.46957 -2.26 1.24 1.32



15
Properties=species:S:1:pos:R:3:forces:R:3 method="wB97M-V/def2-TZVPD" total_energy_ha=-436.30806 lumo_ev=-3.760 homo_energy_ev=-14.14 total_charge=+1 relative_energy_kcal_mol=120.4
C -0.74705 -0.53065 0.50307 4.05 0.11 -1.44
C 1.04138 -0.30497 -0.18116 -1.82 0.02 2.96
N -1.73295 0.20219 -0.24456 -3.75 2.49 -4.12
O 1.91174 -1.22692 0.27699 -1.05 -0.49 -0.80
O 0.74380 -0.34362 -1.48793 0.90 -0.03 -0.74
O 2.75952 1.00636 0.81804 1.72 0.32 1.06
O 1.44785 0.97860 0.29681 -1.44 1.44 -0.13
H -0.87141 -1.56307 0.30559 -0.27 -0.99 0.51
H -0.75990 -0.15338 1.48594 0.08 -0.13 1.23
H -2.68990 0.42643 0.18523 1.83 -0.43 0.25
H -2.11860 -0.16890 -1.18448 1.32 -0.60 1.67
H -1.42737 1.11336 -0.67281 0.31 -0.50 1.19
H 2.65860 -0.74555 0.67340 0.09 0.03 0.33
H 1.58818 -0.52063 -1.95675 -0.54 0.12 -0.12
H 2.86670 1.64221 1.62094 -1.44 -1.36 -1.86



13
Properties=species:S:1:pos:R:3:forces:R:3 method="wB97M-V/def2-TZVPD" total_energy_ha=-552.29521 lumo_ev=0.837 homo_energy_ev=-8.87 relative_energy_kcal_mol=55.5
C 2.12332 -0.14088 -0.03885 2.34 -0.44 4.32
C -2.05575 0.76340 0.38151 3.64 -1.62 2.69
N 0.92500 -0.72596 -0.37266 -3.89 -0.03 -2.93
O -0.17497 -1.16315 1.96443 0.55 -0.50 1.79
P -0.44068 -0.93228 0.56156 -1.76 2.96 -0.36
H 2.91904 -0.73593 -0.52374 0.06 0.91 0.29
H 2.29013 0.94900 0.06049 -0.40 -0.28 -1.11
H 2.10808 -0.41086 1.08763 1.05 0.29 -1.38
H -2.84695 0.50605 1.07471 0.16 0.04 0.14
H -1.50515 1.70584 0.56610 -0.56 -0.66 -0.23
H -2.23941 0.49075 -0.57455 -1.03 -0.03 -3.15
H 0.60958 -0.58193 -1.34507 0.40 -0.25 0.41
H -0.99111 -1.97926 -0.14468 -0.56 -0.37 -0.49



14
Properties=species:S:1:pos:R:3:forces:R:3 method="wB97M-V/def2-TZVPD" total_energy_ha=-950.57100 smiles="CS[P@@](C)(N)=O" lumo_ev=0.682 homo_energy_ev=-9.07 relative_energy_kcal_mol=33.2
C 1.89144 0.84625 -1.02778 -1.08 0.06 -1.38
C -2.03308 -1.51677 -0.15313 -1.27 0.48 1.18
N -0.09816 1.17800 1.35472 1.23 -3.16 0.58
O 1.03674 -1.06477 0.72262 -0.59 0.32 -0.49
P 0.51119 0.15305 0.03764 0.59 -0.12 2.32
S -1.22901 -0.17500 -1.11550 0.33 -0.29 -0.87
H 2.80267 1.02438 -0.50041 0.31 -0.13 1.15
H 2.20968 0.12500 -1.85017 -1.02 0.75 1.01
H 1.64491 1.83016 -1.46091 -0.17 -0.46 -0.13
H -1.29844 -1.90429 0.57200 -0.34 -0.11 -0.46
H -2.59494 -2.32490 -0.70508 1.31 0.94 -0.03
H -2.84836 -0.98938 0.41008 0.82 -0.53 -0.22
H 0.08723 0.65031 2.29437 -0.21 1.55 -2.51
H -0.08188 2.16796 1.42154 0.11 0.68 -0.14



13
Properties=species:S:1:pos:R:3:forces:R:3 method="wB97M-V/def2-TZVPD" total_energy_ha=-875.19991 smiles="C=[P@](C)(N)S" lumo_ev=0.362 homo_energy_ev=-7.99 relative_energy_kcal_mol=47.7
C 1.23641 -0.84006 -1.13810 -2.69 -0.97 3.30
C -0.16313 1.65727 0.01888 -1.28 1.07 -3.00
N -0.01250 -0.68733 1.47828 -0.70 1.52 -2.18
P -0.30949 -0.09607 -0.08784 2.14 -3.04 1.00
S -2.50462 -0.32390 -0.10151 1.51 -1.18 -1.88
H 1.22864 -2.02452 -1.19408 -0.44 2.37 0.09
H 0.86861 -0.39663 -2.00668 0.15 0.54 -2.50
H 0.70710 1.77058 -0.58006 1.31 0.72 -0.17
H -0.93481 2.28516 -0.52353 0.53 -1.10 0.74
H -0.03873 2.00546 0.98693 0.38 0.50 1.82
H -0.79705 -0.63811 2.05737 -0.84 -0.36 1.31
H 0.77301 -1.21609 1.71388 1.08 -0.78 0.26
H -2.12298 -1.15613 -1.18390 -1.14 0.71 1.19



12
Properties=species:S:1:pos:R:3:forces:R:3 method="wB97M-V/def2-TZVPD" total_energy_ha=-533.97109 lumo_ev=3.874 homo_energy_ev=-2.67 total_charge=-1 relative_energy_kcal_mol=0.0
S 0.56493 1.71140 1.70087 0.04 0.00 -0.03
H -0.08678 2.54467 2.52505 -0.03 0.00 0.03
C -0.49110 -1.55611 -2.29644 0.52 -0.32 0.00
C -0.57104 -0.58395 -1.14242 -0.15 0.24 -0.10
N -0.03272 -1.20716 0.05196 -0.39 -0.29 0.14
H 0.56026 -1.72873 -2.56830 -0.14 0.00 0.00
H -1.01114 -1.23968 -3.19477 -0.15 0.18 -0.10
H -0.89108 -2.50822 -1.95624 -0.13 -0.19 -0.12
H -1.62016 -0.32653 -0.96246 0.09 -0.03 0.11
H -0.07315 0.35638 -1.39973 0.05 0.10 0.00
H -0.08221 -0.55022 0.82848 0.20 0.14 0.04
H 0.93591 -1.46408 -0.08214 0.11 0.17 0.01



12
Properties=species:S:1:pos:R:3:forces:R:3 method="wB97M-V/def2-TZVPD" total_energy_ha=-533.86935 lumo_ev="1.063 / -1.998" s2=0.7528 spin_multiplicity=2 homo_energy_ev="-9.47 / -9.08" relative_energy_kcal_mol=9.7
N -2.97480 2.18955 -0.78756 -0.56 -0.76 -0.60
H -3.54343 2.34827 0.03681 0.52 0.06 0.43
H -3.60072 1.58080 -1.31721 0.04 0.31 -0.40
H -2.21295 1.54048 -0.58803 -0.12 0.52 0.57
C 2.11079 -1.58311 0.24476 -2.26 -1.04 1.31
C 1.19221 -0.35649 0.47025 0.35 0.33 -1.51
S -0.49958 -0.21124 -0.19440 0.66 -0.81 -0.01
H 2.67720 -1.69223 -0.67167 -0.09 0.44 -0.11
H 1.38677 -2.41350 0.32919 0.67 -0.25 -0.31
H 2.72723 -1.68991 1.13941 0.35 0.13 -0.31
H 1.64264 0.41067 -0.18574 -0.05 0.62 0.98
H 1.09464 -0.12329 1.52419 0.49 0.45 -0.03